Below is C4H6N2 in the gas phase in a non-equilibrium geometry, with properties calculated with ωB97M-V with the def2-TZVPD basis set.

Positions of all 12 atoms, in Å:
C: -0.32558 0.88639 0.84246
N: 0.01539 1.36392 -0.22686
N: 0.73708 0.64580 -1.11518
C: 0.37034 -0.58415 -1.17006
C: -0.32041 -1.35325 0.04383
C: -0.30927 -0.49509 1.33132
H: -1.00197 1.60372 1.39689
H: 0.70448 -0.93828 -2.06353
H: -1.30600 -1.60135 -0.28586
H: 0.28078 -2.25998 0.34681
H: -1.13994 -0.79353 1.94186
H: 0.70487 -0.80201 1.77290

Forces on the atoms, in the same order (eV/Å):
-3.641 1.467 4.422
1.142 2.508 -1.323
-0.377 -1.391 -1.190
0.063 0.915 3.278
1.474 0.133 -1.074
2.948 -1.705 -1.390
0.815 -0.763 -0.175
0.815 -2.437 -2.054
-0.741 -0.542 0.006
-0.833 0.630 -1.206
-0.132 0.317 0.604
-1.533 0.868 0.102

Values from the calculation:
Structure (SMILES): C1=NN=CCC1
HOMO: -9.19 eV
Total charge: 0
ΔE to the lowest compared entry with this formula, charge and spin: 297.9 kJ/mol
Orbital gap: 9.930 eV



Below is a molecular structure, C16H40BaF6Hg2N2O26S5 in a non-equilibrium geometry, with properties calculated with ωB97M-V with the def2-TZVPD basis set.

Positions of all 98 atoms, in Å:
Ba: 0.52931 -2.06003 -3.73897
Hg: -2.16483 -0.10982 -1.38255
Hg: 1.92519 2.91296 -0.83138
S: 0.41409 -0.25244 -0.19307
O: 0.06813 -0.69144 -1.51382
O: -0.90173 0.27852 0.28461
O: 0.93164 -1.36315 0.62963
O: 1.42281 0.81659 -0.30976
S: -1.53939 3.35015 -1.69853
O: -1.96245 1.97252 -1.94209
O: -1.78444 4.09058 -2.89802
O: -2.34310 3.90198 -0.63438
O: -0.12708 3.39004 -1.25134
S: -3.24778 -0.76183 -4.04092
O: -3.60185 0.25559 -3.11296
O: -3.01626 -0.10717 -5.29348
O: -1.97374 -1.24210 -3.55567
O: -4.36007 -1.72695 -4.25214
C: -6.10461 0.88489 1.42277
F: -6.62043 -0.25611 0.95859
F: -7.08098 1.79148 1.82976
F: -5.41225 0.57686 2.48359
S: -4.84251 1.71813 0.13753
O: -5.60068 2.18417 -1.04596
O: -4.31539 2.85075 0.88835
O: -3.78086 0.76009 -0.11348
C: 1.73023 2.66947 -5.66104
F: 1.01253 2.50457 -6.79468
F: 3.01110 2.40621 -5.91168
F: 1.65702 3.93605 -5.22095
S: 1.02796 1.58535 -4.21583
O: 1.63571 0.25549 -4.56324
O: 1.46946 2.12644 -2.92365
O: -0.43887 1.49960 -4.27857
C: 3.76790 -2.54039 -1.07898
C: 2.86981 -3.77535 -1.21013
O: 1.50931 -3.43295 -1.15781
O: 3.69584 -1.67959 -2.18705
H: 4.79167 -2.59829 -0.70935
H: 3.34749 -1.94884 -0.26570
H: 3.06000 -4.51733 -0.43465
H: 3.00973 -4.29851 -2.15610
H: 1.49895 -2.96774 -0.31813
H: 3.53768 -2.29291 -2.90845
C: -1.40680 2.15069 2.86878
C: -2.48603 2.82243 3.76003
O: -2.85223 4.09659 3.21991
O: -1.69762 2.39985 1.54202
H: -1.42256 1.07776 3.06030
H: -0.40315 2.50365 3.10590
H: -2.09334 2.99743 4.76166
H: -3.37808 2.20201 3.67384
H: -3.22915 4.46330 4.02307
H: -1.45371 1.59676 1.07602
C: 1.90148 -0.49391 3.65702
C: 1.86029 -2.09417 3.58610
O: 0.68455 -2.55507 2.86059
O: 2.66937 -0.03911 2.55334
H: 2.39165 -0.00074 4.49644
H: 0.93568 0.00424 3.57225
H: 1.92461 -2.41374 4.62622
H: 2.68889 -2.49631 3.00318
H: 0.69324 -2.16280 1.98443
H: 2.27865 -0.30014 1.71621
C: -4.79288 -3.34285 0.32558
C: -3.43982 -2.64250 0.42597
C: -2.18997 -3.53204 0.87128
O: -2.19811 -4.77268 0.14229
C: -1.16697 -5.61301 0.69066
N: -3.17037 -2.11475 -0.95321
H: -5.61076 -2.63612 0.46593
H: -4.80482 -4.01476 1.18377
H: -5.02891 -3.94586 -0.55121
H: -3.47005 -1.71260 0.99383
H: -2.09555 -3.66143 1.94945
H: -1.28967 -2.99368 0.57508
H: -1.67196 -6.33178 1.33600
H: -0.20329 -5.22647 1.02234
H: -0.75695 -6.24615 -0.09618
H: -4.14818 -2.06515 -1.20128
H: -2.77076 -2.92029 -1.41313
C: 4.77216 3.26744 2.62078
C: 4.04054 3.14862 1.32167
C: 4.78848 2.29887 0.34682
O: 4.18303 2.21442 -0.91785
C: 4.76891 1.19037 -1.71730
N: 2.71448 2.55662 1.51463
H: 4.20310 3.90511 3.29727
H: 5.78454 3.61727 2.41881
H: 4.86464 2.34289 3.19066
H: 3.83074 4.09348 0.82036
H: 4.86210 1.35095 0.87985
H: 5.74919 2.77570 0.15251
H: 4.24070 1.05618 -2.66127
H: 4.57137 0.22105 -1.25961
H: 5.84678 1.33503 -1.79059
H: 2.76120 1.55464 1.63277
H: 2.51705 2.98923 2.40567

Forces on the atoms, in the same order (eV/Å):
-1.793 1.799 0.668
-2.754 -0.915 -1.875
-1.371 0.043 0.491
-0.939 2.106 1.287
1.496 -2.357 -3.410
2.862 -0.585 2.441
0.478 0.299 -0.333
0.404 -1.380 1.106
0.533 -2.533 -0.668
0.777 1.827 0.140
0.147 1.478 -0.769
-1.370 1.436 1.072
0.873 0.631 0.240
-5.630 0.904 -5.684
-1.586 2.116 3.758
1.167 0.303 -2.489
5.660 -4.330 1.555
1.695 -0.806 1.530
0.657 1.963 -1.742
-0.797 0.217 -0.040
0.931 -1.619 -0.866
0.661 -0.360 1.504
-1.089 4.558 -1.236
0.518 -1.976 1.983
-1.204 -1.226 0.509
-1.291 -1.354 1.127
-1.043 0.061 0.909
0.754 0.216 1.251
-0.093 -0.215 -0.049
-0.120 -0.259 -0.618
-3.339 -1.856 -0.013
0.351 0.561 0.472
1.369 -0.186 -1.956
2.945 0.722 -0.652
-0.601 0.745 1.736
0.951 -0.524 -0.209
0.212 0.047 -0.560
-0.408 -0.503 -1.005
0.327 -1.103 -0.550
-0.457 0.009 0.288
0.425 0.034 0.167
0.352 -0.037 -0.286
-1.330 0.897 0.452
0.427 0.325 -0.615
-0.715 0.492 0.532
0.577 -0.261 -1.695
0.506 -0.053 0.883
0.244 0.365 0.121
-0.010 -0.320 0.309
0.413 0.336 0.372
-0.130 -0.576 0.322
-0.021 -0.278 0.564
-0.366 0.827 -0.392
-0.106 0.057 -0.404
0.322 -0.830 -1.268
-1.397 1.715 -0.624
0.591 -0.513 2.496
1.215 0.581 -0.389
0.126 -0.758 0.430
-0.547 -0.687 0.217
-0.585 -0.739 -0.214
0.628 0.487 0.424
0.025 0.442 -0.245
-0.584 -0.520 -0.142
-0.010 -0.483 1.992
1.602 -0.252 -0.781
-1.345 1.078 -0.995
1.301 0.478 1.050
-0.600 -1.470 -1.505
-0.252 -1.304 1.316
0.092 0.141 -0.078
-0.518 -0.265 0.106
0.648 0.147 -0.203
-0.208 -0.403 0.767
-0.442 -0.296 0.124
0.121 0.330 -0.038
0.455 0.274 0.749
-0.611 1.082 0.842
-0.509 -0.164 -0.678
0.164 0.715 -1.683
-0.166 0.014 -0.876
0.522 0.243 0.340
-0.637 -0.469 -1.156
1.011 0.491 0.349
-0.636 0.088 -0.220
-0.562 -1.058 0.190
0.260 1.521 -0.641
0.341 0.496 -0.077
0.000 0.412 0.421
-0.098 -0.446 -0.472
0.524 0.618 0.444
0.366 -0.609 -0.570
0.513 -0.366 0.385
0.179 0.823 -0.125
0.238 0.056 0.415
-0.043 0.205 -0.297
-0.098 -0.208 0.453
-1.556 -0.353 0.093

Values from the calculation:
2S+1: 2
HOMO (spin up / spin down): -4.14 / -4.13 eV
Total charge: -1
Orbital gap (spin up / spin down): 4.328 / 4.323 eV



Below is a molecular structure, C23H40Br4F3NO6PS in a non-equilibrium geometry, with properties calculated with ωB97M-V with the def2-TZVPD basis set.

Positions of all 79 atoms, in Å:
C: -4.04079 3.37902 1.99844
C: -2.53693 3.17720 1.87387
C: -1.98382 2.15357 2.88046
C: -2.16397 0.74336 2.34409
O: -1.13294 0.51540 1.38540
C: -0.98977 -0.75519 0.81195
C: -1.24044 -0.43725 -0.70429
C: -1.62659 -1.61053 -1.59968
C: -1.83508 -1.20431 -3.05300
F: -2.48907 -2.25575 -3.65854
Br: -0.18482 -0.94768 -4.00116
C: -2.75884 0.01943 -3.26889
F: -3.12873 0.06976 -4.57678
F: -2.11466 1.18204 -2.95950
Br: -4.40510 -0.12406 -2.24230
N: -2.09725 -1.64756 1.15532
C: -1.74922 -2.80130 1.57997
S: -3.00315 -4.03485 2.08916
C: -4.41892 -3.71066 1.06250
O: -2.55225 -5.36700 1.90124
O: -3.32359 -3.61406 3.42047
C: -0.26693 -2.93199 1.61056
Br: -0.00471 -4.38542 0.28273
Br: 0.07769 -3.77378 3.34456
C: 0.32742 -1.53749 1.24724
C: 1.05172 -0.71776 2.35894
C: 0.31135 -0.61400 3.71736
C: 2.53378 -1.01783 2.63829
C: 2.95621 -2.37420 3.17643
P: 1.39599 -1.59030 -0.36438
C: 2.86460 -2.65798 -0.10868
C: 2.12829 0.09816 -0.48876
C: 2.34969 0.45445 -1.98050
H: -4.60237 2.60967 1.47370
H: -4.38061 3.38191 3.03078
H: -4.34265 4.32120 1.55274
H: -1.99335 4.11376 1.91040
H: -2.34887 2.76679 0.88074
H: -0.92705 2.33058 3.04658
H: -2.55639 2.22758 3.80019
H: -3.14952 0.72112 1.86430
H: -2.18678 0.00535 3.13940
H: -0.46011 0.18879 -1.11910
H: -2.11635 0.20513 -0.63902
H: -2.58811 -2.03665 -1.33366
H: -0.85094 -2.36768 -1.61731
H: -3.08361 -1.43097 1.06366
H: -5.20234 -4.23683 1.59493
H: -4.62967 -2.64643 1.07541
H: -4.24504 -4.10354 0.06878
H: 1.07408 0.29008 1.96556
H: -0.59686 -1.20215 3.77150
H: 0.04220 0.41420 3.92424
H: 0.95004 -0.98416 4.50996
H: 2.82613 -0.28341 3.38690
H: 3.15516 -0.79039 1.78294
H: 2.60542 -2.55791 4.18699
H: 2.64709 -3.21599 2.57080
H: 4.04164 -2.40586 3.22436
H: 3.14532 -3.00258 -1.10079
H: 3.72811 -2.14260 0.30064
H: 2.68392 -3.54034 0.48735
H: 3.08793 0.15712 0.00990
H: 1.42689 0.80348 -0.05384
H: 2.39261 -0.46557 -2.55801
H: 1.59732 1.13088 -2.36099
H: 3.32193 0.92035 -2.08828
C: 2.35913 3.14877 -6.02187
O: 3.08326 4.29397 -5.57024
C: 3.79516 4.09725 -4.46621
O: 3.86460 3.06650 -3.84749
O: 4.41577 5.23050 -4.16482
C: 5.23237 5.16903 -2.99340
H: 1.83306 3.45678 -6.91977
H: 3.03945 2.33361 -6.25999
H: 1.63940 2.82856 -5.27025
H: 6.02356 4.43241 -3.11554
H: 4.63060 4.93083 -2.11854
H: 5.66927 6.15542 -2.87613

Forces on the atoms, in the same order (eV/Å):
-0.105 0.186 -0.057
0.002 -0.565 -0.208
-0.356 0.063 -0.643
-0.477 0.543 0.177
0.250 -0.553 0.544
-0.005 1.497 -1.619
-0.599 -0.423 0.374
0.504 0.506 -0.590
-0.534 -0.422 0.017
0.087 0.179 0.119
0.008 0.157 -0.074
0.192 0.581 -1.111
0.432 0.161 1.067
-0.641 -0.916 -0.159
0.049 0.128 0.019
-0.351 -1.045 1.059
0.376 0.252 -0.608
-0.925 -0.841 1.379
0.860 0.189 0.084
0.281 0.138 -0.655
0.105 0.640 -0.257
0.223 -0.977 0.405
-0.055 0.249 -0.054
0.000 0.101 -0.165
0.238 0.221 -0.044
0.017 -0.291 0.740
-0.022 -0.121 -0.333
0.075 -0.221 0.043
0.234 -0.035 0.173
-0.238 -0.400 -0.403
0.339 0.218 0.079
-0.196 0.002 -0.426
0.523 -0.450 0.599
-0.046 -0.202 -0.006
0.030 0.074 0.177
-0.054 0.141 -0.065
0.012 0.187 0.265
0.205 0.164 -0.212
0.155 -0.024 0.318
0.215 0.075 0.344
-0.088 -0.149 -0.257
0.305 -0.186 0.104
0.288 -0.102 0.018
-0.046 0.252 -0.009
-0.090 -0.189 0.307
-0.052 -0.212 0.094
0.104 0.552 -0.230
-0.208 -0.152 -0.010
-0.266 0.058 -0.082
-0.089 -0.035 -0.178
-0.115 0.098 -0.236
-0.186 -0.037 0.014
0.066 0.182 0.134
0.025 0.009 0.227
0.014 0.201 0.072
-0.071 0.072 -0.266
-0.138 0.018 0.130
-0.046 -0.062 -0.165
0.165 0.019 -0.002
-0.039 -0.066 -0.183
0.036 0.111 0.135
-0.146 -0.134 0.078
-0.020 0.068 0.389
0.108 0.215 0.266
-0.155 0.075 -0.354
-0.185 -0.033 -0.211
0.047 0.299 -0.113
-0.107 -0.070 -0.135
-0.072 0.016 -0.081
0.016 0.113 -0.097
-0.029 -0.203 0.157
0.041 0.094 0.033
0.125 0.091 0.112
0.034 0.093 0.003
0.012 -0.028 0.076
0.048 -0.040 0.046
-0.044 -0.067 0.015
-0.006 -0.078 -0.012
-0.045 0.038 -0.083

Values from the calculation:
HOMO: -11.22 eV
Total charge: +1
Orbital gap: 6.376 eV